(1)
DFT (the ωB97M-V functional and the def2-TZVPD basis) results for an isolated ion of composition C5H14N3 and charge +1 at a distorted geometry.

```
22
Properties=species:S:1:pos:R:3:forces:R:3
C -2.768 0.610 0.954 1.5 -0.8 0.7
C -1.999 -0.601 0.386 1.1 0.1 3.0
C -1.429 -0.499 -1.052 -1.0 0.3 2.7
C -0.051 0.202 -1.021 0.7 -0.7 -2.7
N 0.679 -0.126 0.123 -1.2 1.6 -0.7
C 2.018 -0.306 -0.058 3.5 0.6 -1.0
N 2.770 0.982 -0.342 -2.3 -0.6 1.6
N 2.601 -0.958 1.043 0.3 0.1 1.5
H -2.296 1.552 0.929 1.4 1.2 -0.3
H -2.770 0.407 2.036 -1.3 0.1 -0.4
H -3.651 0.820 0.403 -1.4 -0.4 0.1
H -2.725 -1.400 0.560 0.3 -0.3 -0.9
H -1.163 -0.879 1.250 -1.9 0.6 -2.6
H -1.333 -1.536 -1.281 0.5 -0.6 -1.1
H -2.175 0.028 -1.654 0.5 -0.2 -0.3
H -0.210 1.299 -1.282 0.2 -0.8 1.0
H 0.600 -0.112 -1.951 -1.0 0.7 1.2
H 2.153 -0.930 -0.968 0.1 0.2 0.1
H 2.407 1.813 0.139 0.4 -0.4 -0.5
H 3.404 1.109 -1.101 -0.1 0.0 -0.8
H 3.626 -0.919 0.926 -0.7 -0.4 0.5
H 2.311 -0.559 1.962 0.4 -0.3 -1.0
```
Forces are in eV/Å.

The calculation puts the relative energy (zero: lowest compared OMol25 entry of this formula, charge and spin) at 6.8703 eV. The value obtained for the LUMO energy is -8.3288 eV. Its largest force on an atom is 3.63 eV Å⁻¹. As for the total charge: +1. As for the HOMO energy: -14.267 eV. As for the electronic energy: -362.72669 hartree.

(2)
DFT (the ωB97M-V functional and the def2-TZVPD basis) results for an isolated ion of composition C6H9N2O and charge +1 at a distorted geometry.

```
18
Properties=species:S:1:pos:R:3:forces:R:3
C -3.041 -0.146 0.021 -0.2 1.7 0.9
C -1.911 -0.958 -0.139 2.0 3.0 1.3
N -0.755 -0.358 -0.224 1.7 -3.2 -0.5
N -0.516 0.942 -0.486 -1.3 1.6 -0.1
C 0.724 1.126 -0.666 1.4 1.5 1.0
C 1.617 -0.056 -0.520 1.6 -1.0 -2.9
C 2.838 -0.058 0.436 -2.6 -0.3 2.3
C 0.635 -1.171 -0.285 -1.9 2.2 -1.0
O 0.526 -2.315 -0.195 1.0 -2.0 0.3
H -3.902 -0.731 0.026 -2.0 -0.1 -1.0
H -3.120 0.423 0.953 0.6 -0.8 1.2
H -2.812 0.825 -0.401 -1.1 0.2 -1.8
H -1.996 -1.989 -0.033 0.6 -1.8 -0.1
H 1.143 2.165 -0.865 -0.8 -1.5 0.1
H 2.143 -0.067 -1.607 -1.4 -0.7 2.0
H 3.575 -0.845 0.198 -0.2 0.9 -0.1
H 2.400 -0.299 1.509 1.2 0.6 -1.9
H 3.065 1.005 0.394 1.3 -0.3 0.4
```
Forces are in eV/Å.

The calculation puts the relative energy (zero: lowest compared OMol25 entry of this formula, charge and spin) at 2.5139 eV. The value obtained for the LUMO energy is -5.2477 eV. Its largest force on an atom is 3.83 eV Å⁻¹. As for the total charge: +1. As for the HOMO energy: -14.864 eV. As for the electronic energy: -418.42105 hartree. The structure (SMILES) is C/C=[N+]1\N=C[C@@H](C)C1=O.

(3)
DFT (the ωB97M-V functional and the def2-TZVPD basis) results for C17H44InN4O4 as an isolated structure.

```
70
Properties=species:S:1:pos:R:3:forces:R:3
C -2.913 4.211 -4.242 0.0 0.1 0.0
C -3.718 3.376 -3.589 0.1 -0.2 0.1
In -3.917 1.257 -4.174 -0.3 0.1 -0.2
C -1.893 0.596 -4.811 0.0 0.0 0.1
C -1.554 -0.860 -4.495 -0.2 0.0 0.0
C -1.538 -1.237 -3.034 -0.2 0.1 0.2
N -1.231 -0.195 -2.143 0.0 -0.6 0.3
O -1.685 -2.381 -2.633 0.4 0.1 -0.2
H -2.261 3.864 -5.041 0.0 0.0 -0.1
H -2.860 5.282 -4.036 0.1 0.0 0.1
H -4.288 3.817 -2.768 -0.1 0.0 -0.1
H -4.518 0.217 -2.863 0.1 -0.1 0.1
H -5.067 1.195 -5.529 0.0 0.0 0.0
H -1.798 0.751 -5.888 0.0 0.0 0.0
H -1.162 1.253 -4.334 0.0 0.0 0.0
H -2.236 -1.558 -4.984 0.0 0.0 0.0
H -0.545 -1.129 -4.847 0.0 0.0 0.0
H -1.986 0.480 -2.067 0.2 0.3 -0.3
H -1.040 -0.619 -1.241 -0.1 0.1 0.1
C 3.346 -3.292 1.328 0.0 0.0 0.0
C 3.019 -1.819 1.113 0.0 0.0 0.0
C 1.524 -1.494 1.188 0.0 0.0 0.0
O 0.786 -1.875 0.050 0.0 0.1 -0.1
C 0.336 -3.217 0.001 -0.1 0.0 0.0
N 3.624 -1.377 -0.148 -0.1 0.1 0.0
H 3.097 -3.887 0.448 0.0 0.0 0.0
H 4.414 -3.411 1.515 0.0 0.0 0.0
H 2.802 -3.699 2.182 0.0 0.0 0.0
H 3.500 -1.255 1.919 0.0 0.0 0.0
H 1.416 -0.408 1.253 0.0 0.0 0.0
H 1.078 -1.929 2.094 0.0 0.0 0.0
H 0.075 -3.578 1.002 0.0 0.0 0.0
H 1.086 -3.886 -0.431 0.0 0.0 0.0
H -0.548 -3.230 -0.636 0.0 0.0 0.0
H 3.511 -0.371 -0.239 0.0 0.0 0.0
H 3.077 -1.763 -0.914 0.0 0.0 0.0
C -7.013 3.179 -0.117 0.0 0.0 0.0
C -6.658 1.696 -0.050 0.0 0.1 -0.1
C -7.176 0.993 1.210 0.0 -0.1 0.0
O -6.456 1.273 2.400 0.0 0.0 0.0
C -6.813 2.465 3.059 0.0 0.0 0.0
N -5.227 1.550 -0.264 0.0 0.0 0.3
H -6.374 3.767 0.545 0.0 0.0 0.0
H -6.852 3.545 -1.130 0.0 0.0 0.0
H -8.055 3.359 0.159 0.0 0.0 0.0
H -7.153 1.199 -0.891 0.0 0.0 0.0
H -7.081 -0.085 1.065 0.0 0.0 0.0
H -8.241 1.221 1.366 0.0 0.0 0.0
H -7.887 2.662 2.968 0.0 0.0 0.0
H -6.270 3.334 2.677 0.0 0.0 0.0
H -6.567 2.340 4.114 0.0 0.0 0.0
H -4.978 0.577 -0.407 0.0 0.0 -0.2
H -4.730 1.859 0.565 0.0 0.0 0.0
C 8.904 -0.582 2.482 0.0 0.0 0.0
C 7.805 -1.408 1.822 0.0 0.0 0.1
C 6.457 -0.691 1.711 0.0 0.0 -0.1
O 5.736 -0.601 2.930 0.0 0.0 0.1
C 6.089 0.470 3.777 0.0 0.0 0.0
N 7.704 -2.698 2.509 -0.1 0.0 0.0
H 8.765 -0.532 3.562 0.0 0.0 0.0
H 9.875 -1.041 2.300 0.0 0.0 0.0
H 8.923 0.437 2.091 0.0 0.0 0.0
H 8.116 -1.616 0.793 0.0 0.0 0.0
H 5.816 -1.253 1.030 0.0 0.0 0.0
H 6.587 0.313 1.281 0.0 0.0 0.0
H 6.360 1.359 3.197 0.0 0.0 0.0
H 6.921 0.222 4.442 0.0 0.0 0.0
H 5.217 0.703 4.388 0.0 0.0 0.0
H 7.068 -3.304 2.001 0.0 0.0 0.0
H 7.257 -2.542 3.409 0.0 0.0 0.0
```
Forces are in eV/Å.

The calculation puts the relative energy (zero: lowest compared OMol25 entry of this formula, charge and spin) at 0.0000 eV. The value obtained for the LUMO energy is 2.1778 eV. Its largest force on an atom is 0.66 eV Å⁻¹. As for the total charge: -1. As for the HOMO energy: -4.600 eV. As for the electronic energy: -1384.12927 hartree.